(1)
{
  "formula": "CHClO3S",
  "method": "ωB97M-V/def2-TZVPD",
  "e_homo_ev": [-9.3098, -10.2942],
  "e_above_lowest_kcal_mol": 94.0,
  "lumo_energy_ha": [-0.1182, -0.0524],
  "symbols": ["O", "S", "C", "Cl", "O", "O", "H"],
  "coordinates": [[0.974, 1.121, -0.341], [-0.291, 1.058, 0.529], [2.405, 0.127, 0.284], [4.975, -0.364, -0.251], [2.034, -0.732, 0.964], [3.282, 0.764, -0.222], [-0.507, -0.250, 0.974]],
  "forces_ev_per_a": [[-1.890, -0.226, 0.491], [-0.027, 0.280, -0.201], [2.183, 0.342, -0.056], [2.168, -1.285, -0.091], [-1.040, -0.793, 0.495], [-2.145, 1.217, -0.096], [0.752, 0.465, -0.542]]
}



(2)
{
  "formula": "CHClS2",
  "method": "ωB97M-V/def2-TZVPD",
  "e_homo_ev": -9.6468,
  "e_above_lowest_kcal_mol": 3.0,
  "lumo_energy_ha": -0.0088,
  "symbols": ["H", "C", "S", "S", "Cl"],
  "coordinates": [[0.326, 1.747, 1.077], [-0.454, -2.792, 3.616], [-0.587, -1.485, 4.453], [-0.283, -4.272, 3.076], [0.118, 0.502, 0.836]],
  "forces_ev_per_a": [[-0.033, -0.201, -0.038], [0.229, -1.444, 0.699], [-0.008, -0.229, -0.764], [-0.220, 1.681, 0.061], [0.032, 0.192, 0.042]]
}



(3)
{
  "formula": "CHCoO3",
  "method": "ωB97M-V/def2-TZVPD",
  "e_homo_ev": [-16.3541, -16.9868],
  "charge": 1,
  "s2": 3.758,
  "spin_multiplicity": 4,
  "lumo_energy_ha": [-0.2773, -0.2934],
  "symbols": ["Co", "O", "C", "H", "O", "O"],
  "coordinates": [[-1.743, -0.129, -0.089], [0.271, -0.465, -0.295], [1.465, -0.081, 0.199], [-3.349, -0.015, -0.111], [1.203, 0.672, -0.840], [2.154, 0.018, 1.136]],
  "forces_ev_per_a": [[-1.514, 0.181, 0.011], [-0.242, -0.582, -0.599], [1.972, 2.553, 2.649], [1.158, -0.108, 0.018], [-0.825, -0.365, -1.447], [-0.549, -1.680, -0.631]]
}



(4)
{
  "formula": "CHErF3O3S",
  "method": "ωB97M-V/def2-TZVPD",
  "e_homo_ev": [-3.8675, -3.9673],
  "charge": -1,
  "s2": 3.756,
  "spin_multiplicity": 4,
  "lumo_energy_ha": [0.0723, 0.0413],
  "symbols": ["Er", "F", "O", "H", "F", "O", "O", "F", "S", "C"],
  "coordinates": [[-2.216, 2.768, -1.380], [1.836, 0.254, 1.547], [-1.791, 0.329, -0.809], [1.692, 1.002, 0.460], [1.549, -1.625, 0.178], [-1.234, -0.102, 1.771], [0.936, 0.657, -0.700], [0.137, -1.808, -1.214], [-1.361, -0.602, 0.351], [0.451, -0.873, -0.204]],
  "forces_ev_per_a": [[0.985, -2.253, 0.715], [0.513, 2.762, -1.041], [-0.313, 1.879, 0.679], [-1.585, -3.545, 0.432], [-1.064, 1.435, 1.617], [-0.754, 0.586, -2.213], [-0.142, -3.617, 2.083], [-1.039, 1.455, -1.430], [0.413, -1.282, 2.372], [2.986, 2.580, -3.215]]
}



(5)
{
  "formula": "CHF2IO",
  "method": "ωB97M-V/def2-TZVPD",
  "e_homo_ev": [-10.2515, -7.9046],
  "e_above_lowest_kcal_mol": 122.3,
  "lumo_energy_ha": [-0.0239, -0.1109],
  "symbols": ["F", "I", "C", "F", "O", "H"],
  "coordinates": [[-0.217, 0.055, 2.102], [-0.998, -3.393, 0.616], [-0.182, 0.147, 0.736], [-0.555, 1.399, 0.441], [-0.138, -2.365, -0.624], [-0.189, -0.799, 0.135]],
  "forces_ev_per_a": [[-0.019, -0.441, -1.179], [-0.522, -0.766, 0.718], [0.528, 0.638, 1.786], [-0.033, -1.056, -0.664], [0.467, 0.214, -0.832], [-0.421, 1.411, 0.172]]
}



(6)
{
  "formula": "CHF2IO",
  "method": "ωB97M-V/def2-TZVPD",
  "e_homo_ev": -10.5175,
  "e_above_lowest_kcal_mol": 41.7,
  "lumo_energy_ha": -0.0281,
  "symbols": ["H", "I", "F", "O", "C", "F"],
  "coordinates": [[-0.705, 0.917, 0.792], [-3.448, 0.137, 0.085], [-1.184, -1.839, 0.794], [-0.467, 0.419, -0.041], [-1.383, -0.375, -0.390], [-1.184, -0.812, -1.593]],
  "forces_ev_per_a": [[0.384, -0.893, -1.058], [0.977, -0.391, -0.268], [-0.430, 2.692, -2.456], [1.027, 2.050, 1.699], [-1.797, -2.920, 1.784], [-0.161, -0.539, 0.299]]
}



(7)
{
  "formula": "CHF2IO",
  "method": "ωB97M-V/def2-TZVPD",
  "e_homo_ev": [-5.4128, -10.7092],
  "e_above_lowest_kcal_mol": 39.8,
  "s2": 2.004,
  "spin_multiplicity": 3,
  "lumo_energy_ha": [0.0214, -0.1447],
  "symbols": ["I", "F", "H", "O", "F", "C"],
  "coordinates": [[-2.777, 0.227, -0.164], [2.043, -0.954, -0.202], [-3.752, -0.987, 0.506], [2.401, 1.151, 0.270], [0.392, 0.295, -0.351], [1.693, 0.267, -0.059]],
  "forces_ev_per_a": [[2.227, 3.045, -1.677], [0.739, -1.672, -0.148], [-2.360, -3.024, 1.669], [-1.083, -0.443, -0.346], [0.477, 0.714, 0.217], [0.000, 1.380, 0.285]]
}



(8)
{
  "formula": "CHF2IS",
  "method": "ωB97M-V/def2-TZVPD",
  "e_homo_ev": -10.1551,
  "e_above_lowest_kcal_mol": 3.5,
  "lumo_energy_ha": -0.0018,
  "symbols": ["H", "F", "C", "F", "I", "S"],
  "coordinates": [[-2.977, -0.622, -0.282], [0.785, -0.957, 0.869], [1.448, -0.073, 0.144], [1.608, 1.006, 0.875], [-2.806, 0.943, -0.258], [1.943, -0.296, -1.348]],
  "forces_ev_per_a": [[-0.071, -0.670, -0.011], [0.186, 0.333, -0.069], [-0.207, -0.196, 0.072], [-0.044, -0.197, -0.051], [0.112, 0.661, 0.013], [0.024, 0.069, 0.046]]
}



(9)
{
  "formula": "CHF2NO2",
  "method": "ωB97M-V/def2-TZVPD",
  "e_homo_ev": [-9.6874, -9.4293],
  "e_above_lowest_kcal_mol": 68.2,
  "lumo_energy_ha": [-0.0028, -0.0276],
  "symbols": ["F", "C", "N", "H", "F", "O", "O"],
  "coordinates": [[-0.704, 1.082, -1.352], [-0.949, 0.319, -0.248], [1.240, -0.289, 0.483], [-1.571, 0.753, 0.369], [-1.182, -0.961, -0.518], [1.234, -1.477, 0.507], [1.933, 0.573, 0.758]],
  "forces_ev_per_a": [[-0.337, -1.133, 1.100], [4.771, -2.437, -4.164], [-5.023, -1.758, -1.478], [-3.179, 2.133, 3.410], [-0.255, 0.929, -0.198], [0.867, -0.186, 0.219], [3.157, 2.453, 1.111]]
}



(10)
{
  "formula": "CHF2NO3",
  "method": "ωB97M-V/def2-TZVPD",
  "e_homo_ev": [-11.0861, -11.0867],
  "e_above_lowest_kcal_mol": 82.8,
  "lumo_energy_ha": [-0.0769, -0.0769],
  "symbols": ["O", "H", "F", "N", "O", "O", "F", "C"],
  "coordinates": [[1.229, -0.991, 1.271], [-0.114, 1.257, -1.288], [-1.398, -0.185, 1.195], [0.859, -0.254, 0.395], [1.512, 0.137, -0.518], [-0.740, 1.154, -0.489], [-0.792, -1.382, -0.944], [-0.556, 0.265, 0.379]],
  "forces_ev_per_a": [[-0.803, 0.183, 0.269], [-0.449, -0.956, 1.979], [0.185, 1.444, 0.504], [0.492, -1.039, 1.447], [0.695, 0.860, -1.192], [-1.306, 1.552, 0.076], [0.439, 1.931, 1.592], [0.746, -3.975, -4.675]]
}



(11)
{
  "formula": "CHF2NO3",
  "method": "ωB97M-V/def2-TZVPD",
  "e_homo_ev": -12.4527,
  "e_above_lowest_kcal_mol": 26.0,
  "lumo_energy_ha": -0.0656,
  "symbols": ["C", "O", "F", "H", "N", "F", "O", "O"],
  "coordinates": [[1.137, 0.472, 0.034], [1.039, -1.908, -0.152], [-2.554, 0.749, 0.785], [-2.477, 0.474, -0.032], [0.495, -0.853, -0.305], [2.340, 0.237, 0.537], [-0.673, -0.661, -0.700], [0.692, 1.489, -0.168]],
  "forces_ev_per_a": [[3.126, -2.895, 0.852], [0.344, 0.481, 0.016], [-0.512, 1.466, 4.228], [0.526, -1.420, -4.135], [-3.298, 0.065, -0.666], [-0.324, -0.207, 0.002], [1.996, -0.781, 0.379], [-1.859, 3.292, -0.676]]
}



(12)
{
  "formula": "CHF2NO3",
  "method": "ωB97M-V/def2-TZVPD",
  "e_homo_ev": [-11.2882, -10.4761],
  "e_above_lowest_kcal_mol": 113.6,
  "lumo_energy_ha": [-0.0664, -0.0727],
  "symbols": ["O", "F", "F", "O", "C", "O", "N", "H"],
  "coordinates": [[0.294, 1.630, 0.601], [-0.512, -0.058, -1.729], [0.643, -1.541, -0.716], [1.989, 0.382, 0.389], [0.161, -0.385, -0.625], [-1.400, -0.649, 1.024], [0.841, 0.649, 0.227], [-2.016, -0.028, 0.831]],
  "forces_ev_per_a": [[-1.442, 0.525, -0.122], [1.299, 0.445, 1.644], [1.036, -0.404, 0.238], [1.786, -0.951, 0.439], [-5.198, 0.158, 1.147], [5.125, -3.366, -0.835], [0.511, 0.171, -1.294], [-3.116, 3.422, -1.216]]
}



(13)
{
  "formula": "CHF3FeO2S",
  "method": "ωB97M-V/def2-TZVPD",
  "e_homo_ev": [-7.6215, -7.4753],
  "e_above_lowest_kcal_mol": 0.0,
  "s2": 6.033,
  "spin_multiplicity": 5,
  "lumo_energy_ha": [-0.0787, -0.0794],
  "symbols": ["F", "O", "F", "C", "H", "Fe", "S", "O", "F"],
  "coordinates": [[0.120, 0.788, 1.689], [1.621, -1.700, 0.068], [-0.075, 2.128, -0.024], [-0.640, 1.105, 0.633], [-1.198, 0.334, 0.084], [0.477, -2.824, -0.953], [1.340, -0.447, -0.949], [0.171, -1.181, -1.853], [-1.816, 1.796, 1.305]],
  "forces_ev_per_a": [[-0.380, -0.464, -1.334], [-0.556, -0.456, -0.301], [-0.274, -1.380, -0.020], [-2.571, 3.395, 2.834], [1.189, 0.030, -0.089], [0.401, 0.883, 0.015], [0.350, -0.162, -0.347], [-0.014, -0.490, 0.485], [1.854, -1.355, -1.244]]
}



(14)
{
  "formula": "CHF3IO3PS",
  "method": "ωB97M-V/def2-TZVPD",
  "e_homo_ev": -10.3281,
  "e_above_lowest_kcal_mol": 0.0,
  "lumo_energy_ha": -0.0464,
  "symbols": ["F", "F", "F", "I", "P", "O", "O", "C", "H", "O", "S"],
  "coordinates": [[2.541, -1.263, -1.364], [3.076, 0.595, -2.507], [2.897, 0.647, -0.352], [-1.025, 0.010, -0.442], [-2.832, -0.854, 2.398], [-3.977, -0.712, 1.527], [0.796, 2.224, -1.357], [2.356, 0.132, -1.457], [-2.049, -1.892, 2.103], [-2.336, 0.214, 3.284], [0.552, 0.898, -1.833]],
  "forces_ev_per_a": [[-0.828, 2.469, -0.514], [-0.737, -0.611, 0.607], [-0.742, -0.146, -0.499], [-1.296, -1.239, 1.338], [-0.455, 4.138, 0.862], [-0.685, -0.907, -0.583], [0.260, 1.970, 0.393], [1.033, -1.517, 0.433], [1.004, -1.509, 0.079], [0.152, -1.782, -0.205], [2.295, -0.867, -1.909]]
}



(15)
{
  "formula": "CHF3MgNO3S2",
  "method": "ωB97M-V/def2-TZVPD",
  "e_homo_ev": -2.3710,
  "e_above_lowest_kcal_mol": 0.0,
  "charge": -1,
  "lumo_energy_ha": 0.0914,
  "symbols": ["N", "F", "H", "F", "O", "C", "F", "O", "S", "Mg", "S", "O"],
  "coordinates": [[2.720, -0.247, 0.336], [-1.632, 0.639, 0.665], [-1.908, 0.069, -1.298], [-3.312, 1.299, -0.515], [0.398, -1.213, -0.082], [-2.482, 0.282, -0.381], [-3.150, -0.778, 0.038], [2.137, -2.608, 0.988], [1.932, -1.636, -0.168], [0.488, 0.650, 0.463], [2.826, 1.228, -0.466], [1.982, 2.314, 0.422]],
  "forces_ev_per_a": [[-0.426, -0.191, 1.066], [-0.032, 0.189, -0.343], [-0.070, 0.098, 0.507], [-0.209, 0.232, -0.212], [-0.913, 0.937, -0.127], [0.294, -0.519, 0.151], [0.005, 0.067, -0.107], [-0.229, 1.530, -1.745], [0.666, -0.899, 1.465], [2.805, 0.163, 0.003], [0.107, -0.311, -0.999], [-1.999, -1.295, 0.340]]
}



(16)
{
  "formula": "CHF3N2O",
  "method": "ωB97M-V/def2-TZVPD",
  "e_homo_ev": -10.9350,
  "e_above_lowest_kcal_mol": 133.6,
  "lumo_energy_ha": -0.0079,
  "symbols": ["C", "F", "O", "N", "H", "F", "F", "N"],
  "coordinates": [[0.855, -0.957, 0.297], [-0.061, -0.179, -1.727], [0.950, -0.955, 1.498], [-1.302, 0.674, 0.127], [1.668, -1.486, -0.438], [-0.879, 1.171, 1.341], [-1.409, 1.726, -0.676], [0.178, 0.005, -0.422]],
  "forces_ev_per_a": [[2.846, -0.670, -0.441], [0.102, -0.847, -0.762], [-0.600, -0.460, -0.957], [2.509, -2.283, 0.461], [-2.071, 0.708, 1.358], [-0.326, 0.171, -0.807], [0.247, 0.639, -0.121], [-2.708, 2.742, 1.271]]
}



(17)
{
  "formula": "CHF3N2O",
  "method": "ωB97M-V/def2-TZVPD",
  "e_homo_ev": -11.2086,
  "e_above_lowest_kcal_mol": 126.2,
  "lumo_energy_ha": -0.0097,
  "symbols": ["N", "C", "F", "N", "O", "H", "F", "F"],
  "coordinates": [[0.722, -1.181, -0.041], [-2.978, -0.296, -0.267], [-1.492, 1.471, 0.153], [-2.137, 0.518, -0.472], [-3.776, -1.108, -0.359], [0.021, -0.601, -0.639], [1.793, -0.387, 0.051], [1.171, -2.359, -0.850]],
  "forces_ev_per_a": [[-1.723, -1.406, -0.644], [-0.294, 0.498, 0.911], [0.226, 0.863, 1.436], [1.622, 0.334, -2.438], [-1.534, -1.712, 0.124], [1.681, -1.559, 0.199], [0.896, 0.453, -0.368], [-0.875, 2.528, 0.781]]
}



(18)
{
  "formula": "CHF3N2O",
  "method": "ωB97M-V/def2-TZVPD",
  "e_homo_ev": [-8.5590, -9.3999],
  "e_above_lowest_kcal_mol": 70.8,
  "lumo_energy_ha": [-0.0344, 0.0070],
  "symbols": ["O", "H", "F", "N", "N", "F", "F", "C"],
  "coordinates": [[-2.210, -0.656, -0.637], [-0.634, 0.027, 1.835], [2.112, 0.906, 0.295], [-0.676, -0.264, 0.839], [-1.802, -0.503, 0.433], [1.364, -0.892, -0.860], [0.702, 1.065, -1.469], [1.144, 0.317, -0.437]],
  "forces_ev_per_a": [[-1.041, -0.579, -3.395], [-0.226, -0.433, -0.869], [-0.669, -0.865, -1.346], [2.728, 1.119, 1.047], [-0.811, 0.277, 2.987], [1.172, -0.106, 0.079], [1.004, -0.230, 1.124], [-2.156, 0.817, 0.374]]
}



(19)
{
  "formula": "CHF3N3",
  "method": "ωB97M-V/def2-TZVPD",
  "e_homo_ev": [-16.9748, -16.9744],
  "e_above_lowest_kcal_mol": 21.2,
  "charge": 1,
  "lumo_energy_ha": [-0.2165, -0.2165],
  "symbols": ["N", "F", "C", "H", "F", "N", "F", "N"],
  "coordinates": [[-1.340, -1.736, -0.116], [-1.817, -2.001, -1.274], [1.779, 1.520, 0.311], [-0.302, 1.057, 0.205], [2.948, 1.629, 0.109], [-1.145, -1.954, 0.943], [-0.748, -0.024, -0.609], [0.626, 1.510, 0.430]],
  "forces_ev_per_a": [[0.133, 0.936, -0.040], [0.071, -0.025, 0.071], [-5.491, 0.072, 0.272], [-0.774, -1.079, -0.674], [2.869, 0.227, -0.155], [-0.158, -0.688, 0.196], [-0.593, -0.265, -0.082], [3.943, 0.823, 0.412]]
}



(20)
{
  "formula": "CHF3NO2S",
  "method": "ωB97M-V/def2-TZVPD",
  "e_homo_ev": [-5.2280, -3.3299],
  "e_above_lowest_kcal_mol": 88.7,
  "charge": -1,
  "lumo_energy_ha": [0.1253, 0.0989],
  "symbols": ["F", "S", "O", "F", "F", "O", "N", "H", "C"],
  "coordinates": [[-2.083, -2.136, 0.401], [1.911, -0.847, -0.072], [2.187, -1.992, -0.897], [-2.784, -0.530, -0.897], [-2.722, -0.154, 1.240], [2.466, -0.802, 1.310], [0.480, -0.289, -0.122], [0.234, 0.209, 0.826], [-2.001, -0.742, 0.199]],
  "forces_ev_per_a": [[0.121, 1.680, 0.048], [1.532, 1.003, 2.721], [0.038, -0.921, -0.625], [0.649, 0.132, 0.290], [0.720, -0.531, -0.581], [0.105, -0.536, -1.035], [-3.040, 1.797, 1.240], [0.978, -1.137, -2.396], [-1.103, -1.488, 0.338]]
}